C3H9BrN as an isolated structure. Source: the OMol25 dataset; level of theory: ωB97M-V with the def2-TZVPD basis set.

Values from the calculation:
Kohn-Sham gap in eV: 8.24
Net charge: +1

CARTESIAN COORDINATES (ANGSTROEM)
C  -1.6233  0.7976  0.5775
C  1.5920  -0.8811  -0.5959
C  -0.7825  -0.1983  -0.0428
N  0.5856  0.2059  -0.1869
Br  -1.3783  -0.0905  -2.5210
H  -2.5316  0.4194  0.3606
H  -1.3839  1.8249  0.2570
H  -1.6017  0.9656  1.6401
H  1.5283  -1.6364  0.0880
H  1.3292  -1.2073  -1.6742
H  2.5128  -0.5297  -0.8372
H  -0.8273  -1.3177  0.1430
H  0.6475  1.0378  -0.9488
H  1.0339  0.7738  0.5983

C20H11ClF6N3O8PSV as an isolated structure. Source: the OMol25 dataset; level of theory: ωB97M-V with the def2-TZVPD basis set.

Values from the calculation:
⟨S²⟩: 0.763
Kohn-Sham gap (alpha / beta) in eV: 5.79 / 6.48
2S+1: 2

CARTESIAN COORDINATES (ANGSTROEM)
V  0.0544  0.0426  0.7749
O  5.0608  2.5926  0.0045
C  5.1538  1.3626  -0.4723
O  6.1387  0.9576  -1.0266
C  3.9659  0.4722  -0.2822
C  3.8735  -0.8624  -0.6730
Cl  4.9880  -1.8211  -1.4912
N  2.6529  -1.3272  -0.3276
N  1.9625  -0.3587  0.2744
C  2.7244  0.7280  0.3116
C  2.0826  1.8774  1.0211
O  2.6340  2.9463  1.1572
O  0.8925  1.5695  1.4703
C  2.0975  -2.6421  -0.4626
C  0.9122  -2.7948  -1.1628
C  0.3362  -4.0538  -1.2293
C  0.9568  -5.1365  -0.6246
C  2.1513  -4.9662  0.0631
C  2.7273  -3.7108  0.1565
H  4.2026  2.7976  0.4468
H  0.4651  -1.9510  -1.6730
H  -0.5951  -4.1823  -1.7636
H  0.5115  -6.1204  -0.6864
H  2.6269  -5.8103  0.5433
H  3.6374  -3.5526  0.7196
O  0.6933  0.0718  -2.8308
C  0.1687  0.8879  -2.1187
O  -0.0842  0.6015  -0.8238
C  -0.2154  2.2526  -2.5360
C  -0.7127  3.1668  -1.6116
C  -1.0578  4.4606  -1.9933
C  -0.8906  4.7780  -3.3192
O  -1.1616  5.9509  -3.9425
C  -0.7965  5.7822  -5.3118
O  -0.3381  4.4439  -5.4761
C  -0.3932  3.8623  -4.2438
C  -0.0484  2.5905  -3.8873
H  -0.8366  2.8720  -0.5792
H  -1.4492  5.1797  -1.2884
H  0.0041  6.4803  -5.5659
H  -1.6667  5.9544  -5.9475
H  0.3347  1.8719  -4.5974
S  -0.2697  -3.4525  3.6900
C  -0.0137  -2.1780  2.8109
N  0.1959  -1.2082  2.1403
F  -1.6773  -1.2610  0.1125
P  -2.9790  -0.3072  0.6628
F  -1.7435  0.6105  1.4899
F  -3.0319  -1.2431  1.9406
F  -2.7178  0.6575  -0.5823
F  -3.9941  -1.1915  -0.1503
F  -4.0583  0.6738  1.2558

A 2-piece molecular cluster, C5H12N2O2 overall. Source: the OMol25 dataset; level of theory: ωB97M-V with the def2-TZVPD basis set.

Values from the calculation:
Kohn-Sham gap in eV: 8.85
SMILES: CC(=O)N(C)O.C=CN

CARTESIAN COORDINATES (ANGSTROEM)
C  1.4382  -0.4809  -1.6475
N  0.4542  -0.9823  -0.7068
C  0.3350  0.4514  2.0091
C  1.0522  1.5748  1.9028
O  0.7656  -2.3054  -0.3080
H  -0.1190  -2.6462  -0.0408
H  0.8151  -0.4922  2.2659
H  1.3594  -1.0471  -2.5791
H  1.2648  0.5770  -1.8521
H  2.4365  -0.6193  -1.2246
H  0.5902  2.5349  1.7026
H  2.1347  1.5409  1.9640
C  -1.3644  0.5330  -1.4287
C  -0.9213  -0.6993  -0.6878
N  -1.0590  0.3861  2.0493
O  -1.7270  -1.5290  -0.2501
H  -1.5371  1.2346  1.7613
H  -1.4661  -0.5388  1.8943
H  -1.1882  0.4101  -2.4999
H  -0.8290  1.4118  -1.0607
H  -2.4348  0.6857  -1.2634

C39H78F12KN4O12S4 as an isolated structure. Source: the OMol25 dataset; level of theory: ωB97M-V with the def2-TZVPD basis set.

Values from the calculation:
Kohn-Sham gap in eV: 8.19
Net charge: +1

CARTESIAN COORDINATES (ANGSTROEM)
K  -0.7111  -0.1362  -0.5046
C  -4.6211  -2.1465  0.5038
C  -5.8551  -1.2867  0.4089
C  -5.5200  0.1708  0.7091
N  -6.5309  0.7661  1.7101
C  -7.9488  0.9320  0.9597
C  -6.7028  -0.0097  3.0244
C  -7.1523  1.0833  3.9649
C  -6.3952  2.3532  3.4816
C  -6.0690  2.1999  1.9665
H  -4.6008  -2.8387  1.3455
H  -3.7321  -1.5198  0.5744
H  -4.4162  -2.7303  -0.3936
H  -6.7330  -1.6997  0.9057
H  -6.0839  -1.3711  -0.6535
H  -5.3457  0.7173  -0.2178
H  -4.5246  0.2333  1.1487
H  -7.7778  1.3543  -0.0305
H  -8.5653  1.5122  1.6463
H  -8.4413  -0.0318  0.8305
H  -7.3315  -0.8709  2.7983
H  -5.7875  -0.4800  3.3837
H  -8.2052  1.3530  3.8830
H  -6.8351  0.9333  4.9969
H  -7.0770  3.1974  3.5846
H  -5.4948  2.5482  4.0641
H  -6.7159  2.9218  1.4680
H  -5.0516  2.4685  1.6820
C  2.0373  -3.9939  -2.9144
C  3.0025  -3.4174  -4.0262
C  3.3361  -1.9022  -3.8224
N  4.5273  -1.2391  -4.6576
C  4.2117  -1.2574  -6.1398
C  2.9147  -0.4703  -6.4748
C  2.9556  0.9747  -5.9094
C  3.3790  0.9709  -4.4368
C  4.7073  0.2000  -4.1686
C  5.8936  -1.9334  -4.5043
H  1.7918  -5.0549  -2.9627
H  1.0437  -3.5603  -2.8011
H  2.4036  -3.7090  -1.9281
H  2.2969  -3.4880  -4.8541
H  3.9325  -3.9467  -4.2335
H  3.5968  -1.7102  -2.7816
H  2.3747  -1.4552  -4.0755
H  4.0273  -2.2488  -6.5537
H  5.1518  -0.9216  -6.5774
H  1.9844  -0.8860  -6.0877
H  2.5896  -0.4462  -7.5149
H  1.9801  1.4564  -5.8441
H  3.6010  1.4955  -6.6168
H  2.5653  0.5228  -3.8666
H  3.4853  1.9397  -3.9488
H  4.9714  0.1037  -3.1155
H  5.5287  0.6540  -4.7230
H  6.7049  -1.5505  -5.1232
H  5.6873  -2.9154  -4.9301
H  6.1140  -1.9985  -3.4388
C  6.2525  -1.0529  3.6095
C  5.4316  -2.3977  3.4204
C  5.6325  -3.1315  2.0886
N  4.5865  -4.2032  1.6423
C  3.2783  -3.5053  1.1951
C  2.1612  -4.5170  0.7211
C  1.8921  -5.5041  1.8605
C  3.1961  -6.1951  2.4036
C  4.2556  -5.1147  2.7868
C  5.2995  -4.9249  0.4555
H  6.0319  -0.2923  2.8606
H  7.3397  -0.9927  3.5600
H  5.9563  -0.7278  4.6069
H  4.3938  -2.0665  3.4581
H  5.5922  -3.0455  4.2822
H  6.6360  -3.5569  2.0888
H  5.5688  -2.4291  1.2575
H  2.9211  -2.7116  1.8514
H  3.6055  -3.0971  0.2389
H  1.1971  -4.1190  0.4048
H  2.5640  -5.0257  -0.1547
H  1.3897  -5.0551  2.7173
H  1.2553  -6.2788  1.4335
H  2.9614  -6.7941  3.2835
H  3.5857  -6.9249  1.6939
H  3.7765  -4.5102  3.5569
H  5.2040  -5.5740  3.0652
H  6.2307  -5.3254  0.8564
H  5.5788  -4.5044  -0.5105
H  4.5856  -5.7121  0.2133
C  0.9521  4.3006  -1.6164
C  0.7234  4.7392  -0.2086
C  -0.6582  4.3398  0.3131
N  -1.1145  4.9208  1.6615
C  -2.5678  4.3260  1.8912
C  -3.4662  4.9619  2.9939
C  -3.4770  6.4634  2.7922
C  -2.0788  7.0323  2.8097
C  -1.2328  6.4237  1.6742
C  -0.3120  4.3892  2.8807
H  1.2246  3.2471  -1.6791
H  1.7091  4.9471  -2.0604
H  0.0670  4.5354  -2.2076
H  0.8948  5.8156  -0.2239
H  1.4749  4.1582  0.3260
H  -0.9342  3.2868  0.3682
H  -1.4039  4.6646  -0.4124
H  -3.0603  4.4263  0.9240
H  -2.3989  3.2603  2.0458
H  -4.4911  4.5911  2.9964
H  -3.1135  4.6727  3.9839
H  -4.1234  6.6652  1.9380
H  -4.0180  6.8566  3.6530
H  -2.0718  8.1221  2.7895
H  -1.6833  6.8077  3.8003
H  -1.5950  6.9031  0.7648
H  -0.2109  6.8011  1.7114
H  -0.3601  3.3027  2.8076
H  -0.7227  4.6556  3.8546
H  0.7169  4.7274  2.7571
C  -1.9891  -4.0103  -3.5601
F  -2.5367  -5.2214  -3.8502
F  -0.8127  -4.0604  -4.1011
F  -2.5862  -2.8991  -4.0131
S  -1.6852  -3.8807  -1.6682
O  -0.5917  -4.8333  -1.2883
O  -1.3230  -2.4642  -1.4952
O  -2.9576  -4.3465  -1.0151
C  -4.3993  2.4224  -3.5462
F  -4.9787  3.6481  -3.6251
F  -5.3666  1.5714  -3.4123
F  -3.7714  2.0645  -4.7172
S  -3.2124  2.4695  -2.0866
O  -4.0878  2.7620  -0.9196
O  -2.5415  1.1924  -2.1306
O  -2.2658  3.6388  -2.3566
C  -0.3591  -0.3462  3.3910
F  0.4833  0.6364  3.4690
F  -0.0207  -1.1521  2.4201
F  -0.3949  -0.9376  4.5917
S  -2.1350  0.2776  3.0030
O  -2.4032  1.4809  3.8039
O  -2.1368  0.4197  1.5503
O  -3.0124  -0.8753  3.4707
C  3.2362  1.3574  1.5660
F  4.4330  1.8481  1.7400
F  3.0169  0.5623  2.5922
F  2.5163  2.4399  1.5223
S  3.0876  0.5300  -0.1516
O  3.8695  -0.6702  -0.0459
O  1.7083  0.0783  -0.4635
O  3.6177  1.4077  -1.1592

Quick rundown of electronic energy, same order as above: -74779.991, -116416.149, -12452.853, -164506.632 eV